# 1
# C3H3N3O

C3H3N3O in the gas phase (ωB97M-V/def2-TZVPD, OMol25).

Each line ends with the Mulliken charge.
Cartesian coordinates (Å):
O 2.63 -0.42 0.10  -0.37
C 1.96 0.56 0.00  0.20
N 0.28 0.28 -0.21  0.36
C -0.42 -0.90 0.01  0.01
C -1.76 -0.50 0.11  -0.45
N -1.78 0.82 0.10  -0.37
N -0.54 1.31 -0.02  -0.50
H 1.99 1.58 -0.17  0.42
H 0.36 -1.70 -0.05  0.35
H -2.73 -1.04 0.13  0.36

Largest force on an atom ... 0.119 hartree/bohr
Energy relative to the best compared isomer or geometry (same formula, charge and spin) ... 67.9 kcal per mole
Total energy ... -355.531697 hartree
Gap between HOMO and LUMO ... 9.25 eV
Lowest unoccupied orbital energy ... -0.4298 eV
SMILES string ... O=Cn1ccnn1
HOMO energy ... -9.680 eV

# 2
# C3H3N3O

A 2-piece molecular cluster, C3H3N3O overall (ωB97M-V/def2-TZVPD, OMol25).

Each line ends with the Mulliken charge.
Cartesian coordinates (Å):
N -2.71 1.74 -1.04  -0.25
C -2.25 0.99 -0.31  0.17
C -1.67 0.01 0.60  0.55
O -1.57 0.15 1.78  -0.39
C -1.26 -1.17 -0.15  0.18
N -0.94 -2.09 -0.76  -0.27
N 2.36 0.18 0.07  -0.66
H 3.06 0.92 0.08  0.22
H 2.28 -0.14 -0.89  0.23
H 2.71 -0.59 0.62  0.22

Largest force on an atom ... 0.013 hartree/bohr
Energy relative to the best compared isomer or geometry (same formula, charge and spin) ... 48.4 kcal per mole
Total energy ... -355.562774 hartree
Gap between HOMO and LUMO ... 8.57 eV
Lowest unoccupied orbital energy ... -1.9169 eV
SMILES string ... N#CC(=O)C#N.N
HOMO energy ... -10.488 eV

# 3
# C3H3N3O2

C3H3N3O2 in the gas phase (ωB97M-V/def2-TZVPD, OMol25).

Each line ends with the Mulliken charge.
Cartesian coordinates (Å):
O -3.23 0.11 0.03  -0.51
C -2.00 0.23 -0.03  0.05
N -1.04 -0.76 0.03  -0.45
C 0.11 -0.28 0.02  0.71
N 0.54 1.06 -0.01  -0.42
C 1.81 0.99 0.07  -0.07
N 2.30 -0.29 -0.08  -0.08
O 1.20 -1.13 -0.03  -0.23
H -1.52 1.19 -0.29  0.37
H 2.49 1.85 -0.01  0.36
H 3.15 -0.64 0.33  0.27

Largest force on an atom ... 0.068 hartree/bohr
Energy relative to the best compared isomer or geometry (same formula, charge and spin) ... 81.7 kcal per mole
Total energy ... -430.790839 hartree
Gap between HOMO and LUMO ... 9.57 eV
Lowest unoccupied orbital energy ... 0.0793 eV
SMILES string ... O=C/N=c1\nc[nH]o1
HOMO energy ... -9.489 eV

# 4
# C3H3N3O2

C3H3N3O2 as an isolated structure (ωB97M-V/def2-TZVPD, OMol25).

Each line ends with the Mulliken charge.
Cartesian coordinates (Å):
C -0.50 0.29 -0.27  0.53
C -0.77 -0.70 0.57  -0.40
C 1.16 -1.09 -0.45  0.32
H -0.35 3.71 0.03  0.26
H -1.56 -0.87 1.34  0.35
H 0.36 -2.52 0.76  0.24
N -0.35 2.53 -0.56  -0.43
N -0.87 1.71 0.19  -0.05
N 0.17 -1.69 0.25  -0.05
O 2.10 -1.52 -0.98  -0.48
O 0.61 0.17 -0.88  -0.29

Largest force on an atom ... 0.135 hartree/bohr
Energy relative to the best compared isomer or geometry (same formula, charge and spin) ... 107.9 kcal per mole
Total energy ... -430.749063 hartree
Gap between HOMO and LUMO ... 9.26 eV
Lowest unoccupied orbital energy ... 0.4977 eV
HOMO energy ... -8.759 eV

# 5
# C3H3N3O2

C3H3N3O2 as an isolated structure (ωB97M-V/def2-TZVPD, OMol25).

Each line ends with the Mulliken charge.
Cartesian coordinates (Å):
C 0.72 -0.06 -0.01  0.48
C -0.04 -1.45 -0.10  -0.07
C -1.55 -0.11 0.12  0.50
H 0.45 2.78 0.24  0.38
H 2.42 -0.82 -0.32  0.26
H 0.46 -2.39 -0.18  0.40
N -0.23 0.83 0.66  -0.11
N 1.96 0.20 -0.11  -0.57
N -1.25 -1.37 0.15  -0.38
O -0.41 1.97 -0.23  -0.51
O -2.52 0.44 -0.22  -0.38

Largest force on an atom ... 0.136 hartree/bohr
Energy relative to the best compared isomer or geometry (same formula, charge and spin) ... 152.6 kcal per mole
Total energy ... -430.677802 hartree
Gap between HOMO and LUMO ... 9.27 eV
Lowest unoccupied orbital energy ... -0.9430 eV
HOMO energy ... -10.213 eV

# 6
# C3H3N3O2

C3H3N3O2 in the gas phase (ωB97M-V/def2-TZVPD, OMol25).

Each line ends with the Mulliken charge.
Cartesian coordinates (Å):
C -1.79 -1.25 -0.90  -0.12
C -0.25 0.20 0.03  0.30
C 0.44 1.28 0.76  0.32
N -1.38 -0.09 -0.39  -0.25
N 0.41 -2.17 -0.61  -0.26
N 1.76 1.08 0.82  -0.44
O -0.13 2.25 1.13  -0.52
O -0.82 -2.26 -0.96  -0.08
H -2.75 -1.45 -1.21  0.51
H 2.26 0.40 0.21  0.28
H 2.24 2.00 1.11  0.27

Largest force on an atom ... 0.076 hartree/bohr
Energy relative to the best compared isomer or geometry (same formula, charge and spin) ... 180.5 kcal per mole
Total energy ... -430.633340 hartree
Gap between HOMO and LUMO (alpha / beta) ... 7.57 / 7.56 eV
Lowest unoccupied orbital energy (alpha / beta) ... -0.8889 / -0.8882 eV
HOMO energy (alpha / beta) ... -8.455 / -8.445 eV